Density functional theory data (wB97M-V/def2-TZVPD) for C4H6N2O as an isolated structure at a distorted geometry.

The value obtained for the highest occupied orbital energy is -6.8172 eV. Its gap between HOMO and LUMO is 7.576 eV. For the relative energy (zero: lowest compared OMol25 entry of this formula, charge and spin), the calculation gives 536.21 kJ/mol.

ORCA input file:
```
! wB97M-V def2-TZVPD RIJCOSX def2/J DEFGRID3
* xyz 0 1
N 0.813 -1.105 1.037
C 0.044 0.058 0.898
C 0.404 1.025 0.022
O 1.173 2.062 0.280
N -0.277 0.899 -1.085
C -0.968 -0.334 -1.174
C -0.878 -0.848 0.143
H 1.010 -1.560 -0.012
H 0.685 -1.630 1.890
H 1.506 1.867 1.184
H -0.154 1.566 -1.836
H -1.819 -0.363 -1.832
H -1.539 -1.636 0.484
*
```

Atom charges from the Mulliken analysis, given in e for atoms 1 to 6: -0.5255 0.2281 0.1531 -0.4797 0.0285 -0.6237


Density functional theory data (wB97M-V/def2-TZVPD) for a 2-piece molecular cluster, C4H13NO2 overall at a distorted geometry.

The value obtained for the highest occupied orbital energy is -9.1779 eV. Its gap between HOMO and LUMO is 9.898 eV. For the relative energy (zero: lowest compared OMol25 entry of this formula, charge and spin), the calculation gives 101.38 kJ/mol.

ORCA input file:
```
! wB97M-V def2-TZVPD RIJCOSX def2/J DEFGRID3
* xyz 0 1
C -0.648 -0.433 1.919
C -0.084 0.524 0.831
O 1.031 1.172 1.454
C 0.186 -0.107 -0.542
C 1.388 0.507 -1.267
N 1.170 1.914 -1.620
H -0.137 -1.388 2.033
H -0.516 0.122 2.846
H -1.714 -0.622 1.761
H -0.890 1.269 0.660
H 0.820 2.115 1.459
H -0.601 0.126 -1.256
H 0.375 -1.189 -0.514
H 1.567 -0.113 -2.156
H 2.331 0.457 -0.709
H 0.227 2.225 -1.405
H 1.236 2.078 -2.617
O -2.323 -3.118 -0.649
H -3.067 -3.717 -0.609
H -2.513 -2.220 -0.397
*
```

Atom charges from the Mulliken analysis, given in e for atoms 1 to 6: -1.3424 0.4342 -0.5399 -0.6565 -0.6111 -0.5602


Density functional theory data (wB97M-V/def2-TZVPD) for a 4-piece molecular cluster, C25H62ClO15P4 overall at a distorted geometry.

The value obtained for the highest occupied orbital energy is -4.3510 eV. Its gap between HOMO and LUMO is 4.237 eV. For the relative energy (zero: lowest compared OMol25 entry of this formula, charge and spin), the calculation gives 0.00 kJ/mol.

ORCA input file:
```
! wB97M-V def2-TZVPD RIJCOSX def2/J DEFGRID3
* xyz -1 1
C 3.143 -0.298 8.268
O 3.161 1.085 7.826
C 1.999 1.691 8.442
C 1.628 3.101 7.819
C 0.944 4.100 8.841
C -0.614 4.277 8.660
P -1.648 2.744 9.159
O -2.682 1.348 9.494
C -2.954 0.545 8.341
C -2.129 1.179 7.104
Cl -3.087 1.040 5.528
O -1.912 2.540 7.414
H 4.198 -0.667 8.387
H 2.611 -0.952 7.518
H 2.620 -0.330 9.270
H 2.150 1.867 9.555
H 1.139 0.975 8.274
H 1.050 2.921 6.876
H 2.614 3.565 7.505
H 1.232 3.812 9.894
H 1.425 5.115 8.668
H -0.922 4.588 7.623
H -0.928 5.118 9.356
H -0.561 1.795 9.186
H -1.324 2.947 10.574
H -2.846 3.552 9.367
H -4.022 0.761 8.023
H -2.803 -0.562 8.441
H -1.087 0.786 6.957
O -2.478 -2.632 2.512
P -2.706 -2.432 1.014
O -1.273 -3.045 0.450
C -1.068 -4.450 0.491
C -1.771 -5.135 -0.666
O -2.281 -0.826 1.016
C -2.595 0.021 2.126
C -1.329 0.349 2.889
O -3.230 -2.250 -0.596
C -3.767 -1.036 -1.116
C -2.700 -0.328 -1.928
H -1.403 -4.857 1.451
H 0.009 -4.619 0.417
H -2.857 -5.049 -0.565
H -1.513 -6.196 -0.703
H -1.498 -4.670 -1.615
H -3.347 -0.428 2.776
H -3.027 0.943 1.723
H -0.840 -0.556 3.252
H -1.545 0.996 3.740
H -0.611 0.855 2.236
H -4.180 -0.401 -0.331
H -4.597 -1.305 -1.776
H -1.839 -0.058 -1.315
H -3.099 0.580 -2.383
H -2.327 -0.984 -2.719
O 2.155 -2.871 -3.686
P 3.039 -2.651 -2.457
O 2.689 -1.054 -2.198
C 1.423 -0.713 -1.651
C 1.406 -0.920 -0.150
O 4.426 -2.408 -3.344
C 4.668 -3.143 -4.540
C 4.510 -2.225 -5.737
O 4.005 -2.615 -1.056
C 5.359 -3.060 -1.020
C 6.278 -1.855 -1.059
H 0.629 -1.293 -2.135
H 1.247 0.342 -1.877
H 1.495 -1.983 0.095
H 0.476 -0.546 0.282
H 2.248 -0.409 0.321
H 4.018 -4.016 -4.617
H 5.698 -3.512 -4.497
H 3.509 -1.793 -5.770
H 4.691 -2.765 -6.669
H 5.213 -1.392 -5.671
H 5.578 -3.775 -1.815
H 5.502 -3.586 -0.072
H 6.157 -1.283 -1.980
H 7.322 -2.163 -0.978
H 6.048 -1.174 -0.236
O -1.434 -0.320 -8.519
P -1.065 1.000 -7.842
O -1.243 0.546 -6.261
C -0.275 -0.326 -5.683
C 0.974 0.436 -5.285
O -2.556 1.708 -8.048
C -3.334 1.451 -9.214
C -4.514 0.572 -8.849
O -0.457 2.503 -7.321
C -0.947 3.757 -7.791
C -1.871 4.351 -6.746
H -0.035 -1.140 -6.374
H -0.733 -0.769 -4.796
H 1.494 0.817 -6.170
H 1.661 -0.210 -4.734
H 0.721 1.298 -4.664
H -2.734 1.005 -10.009
H -3.697 2.414 -9.585
H -4.182 -0.373 -8.417
H -5.129 0.360 -9.727
H -5.135 1.063 -8.097
H -1.426 3.670 -8.768
H -0.083 4.415 -7.918
H -2.741 3.718 -6.568
H -2.220 5.338 -7.056
H -1.353 4.446 -5.790
*
```

Atom charges from the Mulliken analysis, given in e for atoms 1 to 6: -0.6163 -0.4322 -0.2644 -0.3338 -0.5425 -0.8974


Density functional theory data (wB97M-V/def2-TZVPD) for a 4-piece molecular cluster, C4H15NO3 overall at a distorted geometry.

The value obtained for the highest occupied orbital energy (alpha / beta) is -13.7531 / -13.7514 eV. Its gap between HOMO and LUMO (alpha / beta) is 8.539 / 3.706 eV. For the relative energy (zero: lowest compared OMol25 entry of this formula, charge and spin), the calculation gives 334.97 kJ/mol.

ORCA input file:
```
! wB97M-V def2-TZVPD RIJCOSX def2/J DEFGRID3
* xyz 1 2
C -1.879 -2.053 0.638
C -1.415 -0.558 0.742
C -0.113 -0.194 1.523
C 0.188 1.989 2.175
N 0.168 1.202 1.150
H -2.220 -2.267 1.677
H -2.792 -1.866 0.014
H -1.098 -2.754 0.258
H -2.289 0.024 0.885
H -1.146 -0.333 -0.257
H 0.685 -0.877 1.084
H -0.244 -0.325 2.625
H 0.115 1.548 3.225
H 0.365 3.033 2.104
H 1.291 3.125 -0.846
H 0.108 2.196 -0.326
O 0.530 2.595 -1.153
H 1.856 0.811 -3.698
H 0.678 1.169 -2.760
O 1.093 0.410 -3.168
H 1.624 -1.736 -2.371
H 2.488 -2.960 -1.927
O 2.006 -2.181 -1.592
*
```

Atom charges from the Mulliken analysis, given in e for atoms 1 to 6: -1.0212 -0.7082 -0.4895 -0.1627 -0.0095 0.2942


Density functional theory data (wB97M-V/def2-TZVPD) for C7H13N as an isolated structure at a distorted geometry.

The value obtained for the highest occupied orbital energy (alpha / beta) is -8.0462 / -8.0457 eV. Its gap between HOMO and LUMO (alpha / beta) is 7.967 / 7.967 eV. For the relative energy (zero: lowest compared OMol25 entry of this formula, charge and spin), the calculation gives 485.58 kJ/mol.

ORCA input file:
```
! wB97M-V def2-TZVPD RIJCOSX def2/J DEFGRID3
* xyz 0 1
C 1.514 1.015 -1.228
C -0.765 -0.414 -0.624
C 0.934 2.267 -1.059
C -2.056 -1.160 -0.250
H 2.034 0.530 -0.414
H 1.487 0.496 -2.173
H -1.033 0.380 -1.318
H -0.064 -1.114 -1.073
H 0.678 2.811 -1.960
H -2.772 -0.482 0.214
H -2.512 -1.557 -1.162
H -0.139 2.122 0.051
H 1.403 2.927 -0.336
H -1.865 -1.978 0.443
C 0.369 -0.678 1.807
C 0.920 -1.845 1.490
C -0.343 0.234 0.908
N -0.577 1.421 1.146
H 0.474 -0.279 2.813
H 0.850 -2.278 0.502
H 1.465 -2.417 2.224
*
```

Atom charges from the Mulliken analysis, given in e for atoms 1 to 6: -0.3931 -0.3287 -0.8476 -1.3600 0.3030 0.2876


Density functional theory data (wB97M-V/def2-TZVPD) for C4H8CdO3 as an isolated structure at a distorted geometry.

The value obtained for the highest occupied orbital energy (alpha / beta) is -12.3478 / -13.5546 eV. Its gap between HOMO and LUMO (alpha / beta) is 7.252 / 7.718 eV. For the relative energy (zero: lowest compared OMol25 entry of this formula, charge and spin), the calculation gives 107.96 kJ/mol.

ORCA input file:
```
! wB97M-V def2-TZVPD RIJCOSX def2/J DEFGRID3
* xyz 1 2
C -1.674 0.339 1.782
O -0.903 -0.633 1.836
H -1.571 0.514 -0.928
H -2.568 0.349 2.426
H -1.235 1.325 1.541
O -0.204 -1.066 -1.209
C -0.665 0.140 -1.652
C 0.442 1.192 -1.588
O 0.850 1.347 -0.227
C 1.939 0.701 0.217
Cd 0.463 -1.256 0.540
H -1.019 0.107 -2.699
H 0.058 2.168 -1.909
H 1.302 0.903 -2.211
H 2.225 1.000 1.228
H 2.657 0.356 -0.536
*
```

Atom charges from the Mulliken analysis, given in e for atoms 1 to 6: 0.0033 -0.4898 0.1279 0.2875 0.2806 -0.8536


Density functional theory data (wB97M-V/def2-TZVPD) for C19H18F4N5O15S4Y as an isolated structure at a distorted geometry.

The value obtained for the highest occupied orbital energy (alpha / beta) is -3.6936 / -6.6201 eV. Its gap between HOMO and LUMO (alpha / beta) is 4.484 / 7.415 eV.

ORCA input file:
```
! wB97M-V def2-TZVPD RIJCOSX def2/J DEFGRID3
* xyz -1 2
Y -1.404 -2.316 0.527
N -2.672 -3.685 -0.514
S -3.800 -4.759 -0.327
O -3.517 -6.184 -0.643
O -5.177 -4.402 -0.364
F -3.564 -4.685 1.285
S -2.784 -3.879 -2.277
O -4.047 -3.338 -2.811
O -2.171 -5.011 -2.963
F -1.839 -2.702 -2.604
N -1.326 -2.078 2.702
S -1.207 -0.762 3.451
O 0.146 -0.626 4.038
O -2.467 -0.313 4.076
F -1.362 -0.042 2.035
S -1.708 -2.995 4.118
O -3.095 -3.243 4.303
O -0.902 -2.765 5.336
F -1.073 -4.383 3.585
C -0.575 0.642 -1.827
O -0.900 -0.449 -0.885
H -0.817 1.637 -1.451
H 0.482 0.733 -2.079
H -1.000 0.525 -2.823
C 4.967 1.111 1.534
C 4.105 0.963 0.428
C 3.208 -0.055 0.367
C 3.103 -0.942 1.494
C 3.927 -0.769 2.562
C 4.866 0.250 2.627
N 2.014 -2.014 1.604
O 0.890 -1.959 1.038
O 2.309 -3.080 2.205
H 5.609 1.975 1.452
H 4.134 1.695 -0.365
H 2.440 -0.148 -0.387
H 3.772 -1.429 3.402
H 5.500 0.371 3.492
C 3.986 2.525 -3.465
C 5.244 1.986 -3.905
C 5.396 0.644 -4.094
C 4.270 -0.170 -3.882
C 3.098 0.439 -3.491
C 2.911 1.775 -3.298
N 4.262 -1.693 -3.987
O 3.198 -2.172 -4.463
O 5.203 -2.419 -3.557
H 3.910 3.596 -3.585
H 5.917 2.796 -4.147
H 6.362 0.222 -4.329
H 2.163 -0.043 -3.249
H 1.973 2.143 -2.910
C -4.503 3.516 -0.692
C -5.507 4.082 0.079
C -5.514 4.058 1.465
C -4.321 3.517 2.048
C -3.257 3.023 1.307
C -3.417 2.974 -0.055
N -4.288 3.508 3.545
O -3.336 3.777 4.252
O -5.424 3.421 4.053
H -4.648 3.681 -1.749
H -6.346 4.508 -0.452
H -6.389 4.446 1.965
H -2.347 2.638 1.744
H -2.661 2.335 -0.489
*
```

Atom charges from the Mulliken analysis, given in e for atoms 1 to 6: 2.2426 -0.1624 0.9211 -0.5590 -0.5299 -0.2938


Density functional theory data (wB97M-V/def2-TZVPD) for a 2-piece molecular cluster, C4H13N overall at a distorted geometry.

The value obtained for the highest occupied orbital energy is -9.2166 eV. Its gap between HOMO and LUMO is 10.195 eV. For the relative energy (zero: lowest compared OMol25 entry of this formula, charge and spin), the calculation gives 122.74 kJ/mol.

ORCA input file:
```
! wB97M-V def2-TZVPD RIJCOSX def2/J DEFGRID3
* xyz 0 1
C -3.059 0.586 1.105
C -1.498 0.770 0.778
C -1.066 1.924 -0.034
H -3.567 1.443 1.483
H -3.113 -0.148 1.914
H -3.705 0.178 0.283
H -1.224 -0.101 0.249
H -0.905 0.855 1.722
H -1.061 1.723 -1.192
H -1.817 2.741 0.124
H -0.131 2.272 0.296
C 3.137 -2.209 -0.711
N 2.400 -0.888 -0.997
H 2.565 -3.083 -1.229
H 3.484 -2.145 0.286
H 4.035 -2.274 -1.319
H 1.460 -0.811 -0.419
H 2.094 -0.856 -2.040
*
```

Atom charges from the Mulliken analysis, given in e for atoms 1 to 6: -1.1657 -0.1091 -1.0243 0.3492 0.3213 0.3008